[1]
The following is a DFT calculation (the ωB97M-V functional and the def2-TZVPD basis) of a structure of composition C10H10InO12S2 in a non-equilibrium geometry.

```
35
Properties=species:S:1:pos:R:3:lowdin_charge:R:1
In -2.75 13.39 4.59 1.16
C -0.12 9.23 5.55 0.18
C -0.58 10.52 5.21 -0.25
C 0.24 11.19 3.98 -0.25
O -0.22 12.26 3.62 0.03
C 1.33 10.54 3.32 0.18
C 1.58 9.28 3.63 -0.25
C 0.82 8.56 4.78 -0.22
O 0.99 7.27 5.06 0.11
O 2.55 8.72 2.93 0.14
O -1.56 11.16 5.62 -0.05
H -0.56 8.62 6.32 0.16
H 1.89 11.10 2.58 0.17
C -2.58 14.38 10.38 -0.13
C -3.65 13.30 10.09 -0.12
O -2.94 12.16 9.49 -0.21
S -1.57 12.56 8.74 0.75
O -1.99 13.09 7.41 -0.42
O -0.55 11.53 8.81 -0.21
O -1.36 13.86 9.80 -0.22
H -2.36 14.35 11.45 0.14
H -2.91 15.31 9.92 0.13
H -4.42 13.67 9.41 0.12
H -4.21 13.02 10.99 0.13
C -1.99 10.49 -0.71 -0.18
C -3.13 11.15 -1.42 -0.18
O -3.51 12.18 -0.54 -0.19
S -2.19 12.82 0.25 0.77
O -2.32 13.11 1.69 -0.40
O -1.53 13.81 -0.61 -0.23
O -1.26 11.45 0.05 -0.22
H -1.45 9.73 -1.27 0.14
H -2.21 10.01 0.25 0.13
H -3.96 10.46 -1.60 0.15
H -2.93 11.66 -2.36 0.14
```

Computed properties:
net charge: +1
orbital gap: 4.697 eV



[2]
The following is a DFT calculation (the ωB97M-V functional and the def2-TZVPD basis) of a structure of composition C10H10KO6S in a non-equilibrium geometry.

```
28
Properties=species:S:1:pos:R:3:lowdin_charge:R:1
K -8.35 -10.25 11.86 0.74
C -10.68 -5.57 14.53 -0.05
C -9.86 -5.08 13.53 -0.46
C -9.61 -3.48 13.53 -0.40
O -8.94 -3.01 12.69 0.02
C -10.12 -2.62 14.59 -0.03
C -10.86 -3.14 15.59 -0.41
C -11.01 -4.70 15.57 -0.31
O -11.96 -5.19 16.35 -0.12
O -11.33 -2.37 16.53 -0.13
O -9.35 -5.69 12.64 -0.03
H -10.88 -6.63 14.62 0.08
H -10.06 -1.55 14.56 0.09
C -10.47 -6.67 3.99 -0.21
C -9.24 -7.54 3.69 -0.22
C -8.34 -7.41 4.92 -0.23
S -9.47 -7.25 6.31 0.69
O -9.02 -6.08 7.02 -0.31
O -9.56 -8.42 7.26 -0.38
C -10.96 -7.02 5.39 -0.24
H -11.19 -6.90 3.20 0.11
H -10.28 -5.60 3.94 0.12
H -8.76 -7.27 2.76 0.11
H -9.47 -8.60 3.51 0.11
H -7.72 -6.52 4.90 0.11
H -7.76 -8.29 5.19 0.10
H -11.52 -6.32 6.01 0.11
H -11.55 -7.91 5.56 0.11
```

Computed properties:
net charge: -1
orbital gap: 1.782 eV



[3]
The following is a DFT calculation (the ωB97M-V functional and the def2-TZVPD basis) of a structure of composition C10H10MnN7S in a non-equilibrium geometry.

```
29
Properties=species:S:1:pos:R:3:lowdin_charge:R:1
Mn -0.12 -1.02 1.18 0.67
C 0.63 2.53 -1.04 0.05
C 0.59 1.18 -0.43 -0.15
N -0.02 0.86 0.67 -0.04
N -0.62 1.80 1.49 0.08
C -0.87 1.42 2.75 -0.63
N -1.34 2.24 3.64 0.22
S -0.51 -0.24 3.18 0.93
C 1.31 0.03 -1.01 -0.18
C 2.22 0.12 -2.04 0.08
C 2.94 -1.02 -2.41 0.06
C 2.71 -2.21 -1.75 0.05
C 1.77 -2.24 -0.72 -0.02
N 1.10 -1.14 -0.36 0.00
H -0.19 3.18 -0.73 0.10
H 0.59 2.44 -2.13 0.12
H 1.57 3.03 -0.80 0.14
H -0.76 2.74 1.16 0.18
H -1.56 3.21 3.45 0.17
H -1.52 1.92 4.59 0.16
H 2.38 1.07 -2.55 0.15
H 3.68 -0.96 -3.20 0.15
H 3.24 -3.12 -2.02 0.15
H 1.54 -3.16 -0.20 0.15
N -5.94 -3.39 -0.71 0.32
C -4.88 -3.01 -0.47 -0.16
N -3.67 -2.58 -0.20 0.27
C -2.68 -2.07 0.16 -0.10
N -1.57 -1.60 0.48 0.06
```

Computed properties:
net charge: +3
orbital gap (spin up / spin down): 6.438 / 6.258 eV
spin multiplicity: 2



[4]
The following is a DFT calculation (the ωB97M-V functional and the def2-TZVPD basis) of a cluster of 2 separate species, C10H10N2 in total in a non-equilibrium geometry.

```
22
Properties=species:S:1:pos:R:3:lowdin_charge:R:1
C 1.72 -1.29 -0.34 -0.17
C 1.01 -0.57 -1.34 -0.07
C 1.05 0.81 -1.28 -0.11
C 1.63 1.45 -0.24 -0.07
C 2.13 0.63 0.81 -0.12
C -2.28 0.48 -0.75 -0.18
C -1.76 1.35 0.17 -0.10
C -1.22 0.74 1.31 -0.06
C -1.01 -0.70 1.36 -0.08
C -1.49 -1.43 0.32 -0.20
H 1.97 -2.35 -0.58 0.11
H 0.53 -0.97 -2.19 0.09
H 0.58 1.24 -2.10 0.09
H 1.57 2.49 -0.14 0.09
H 2.50 1.02 1.72 0.08
H -2.88 0.87 -1.66 0.13
H -1.98 2.43 0.18 0.11
H -0.72 1.16 2.21 0.11
H -0.61 -1.06 2.32 0.11
H -1.52 -2.54 0.27 0.12
N 2.36 -0.74 0.70 0.06
N -2.09 -0.85 -0.72 0.04
```

Computed properties:
orbital gap: 9.945 eV
SMILES: c1ccncc1.c1ccncc1



no.,electronic energy (a.u.)
1,-2275.9062
2,-1836.4731
3,-2318.3253
4,-496.5098